Computed, not measured: a 2-piece molecular cluster, C3H9NO2S overall in a non-equilibrium geometry, with ωB97M-V with the def2-TZVPD basis set.

Cartesian coordinates (Å):
C -0.202 0.234 -0.569
O -1.182 1.261 -0.757
C 0.037 -0.116 0.921
C 0.789 -1.418 1.043
S 1.299 -1.863 2.852
N 0.674 1.022 1.638
H -0.347 -0.689 -1.177
H 0.766 0.644 -0.956
H -0.962 -0.292 1.357
H 1.596 -1.381 0.279
H 0.035 -2.129 0.644
H 1.514 0.588 2.025
H 1.085 1.561 0.891
H -1.336 1.310 -1.735
H -1.987 0.160 -3.227
O -1.780 1.108 -3.228

For the HOMO-LUMO gap, the calculation gives 6.09 eV. Its net charge is -2. Its total energy is -723.06296 hartree. For the HOMO energy, the calculation gives -0.21 eV.


Computed, not measured: a 2-piece molecular cluster, C3H9NO2S overall in a non-equilibrium geometry, with ωB97M-V with the def2-TZVPD basis set.

Cartesian coordinates (Å):
C 0.245 1.214 0.552
C -1.443 -0.392 -2.270
C -0.023 0.080 -0.059
N 2.697 -0.168 2.042
O -1.980 -1.776 -0.097
O -2.563 0.684 -0.100
S -1.693 -0.400 -0.491
H 1.246 1.556 0.741
H -0.627 1.708 0.916
H 3.429 -0.647 2.606
H -0.431 -0.875 -2.458
H -2.173 -1.068 -2.792
H -1.686 0.503 -2.977
H 0.644 -0.682 -0.386
H 2.621 0.800 2.353
H 1.736 -0.538 2.420

For the HOMO-LUMO gap, the calculation gives 11.39 eV. As for the SMILES: C=CS(C)(=O)=O.N. Its total energy is -723.04743 hartree. For the HOMO energy, the calculation gives -10.65 eV.